{"formula": "C4H6N2O2", "method": "wB97M-V/def2-TZVPD", "smiles": "C/N=C(/O)[C@H](O)C#N", "total_energy_ev": -11317.930, "charge": 0, "homo_lumo_gap_ev": 10.55, "multiplicity": 1, "species": ["C", "N", "C", "O", "C", "O", "C", "N", "H", "H", "H", "H", "H", "H"], "xyz": [[0.896, -1.254, -1.163], [1.286, 0.001, -0.700], [0.484, 0.760, -0.055], [0.980, 1.720, 0.755], [-0.976, 0.534, 0.128], [-1.664, 1.506, 0.823], [-1.075, -0.953, 0.816], [-1.398, -1.552, 1.751], [1.757, -1.904, -1.296], [0.026, -1.627, -0.308], [0.298, -1.201, -2.075], [1.945, 1.720, 0.660], [-1.479, 0.362, -0.827], [-1.081, 1.888, 1.492]]}

{"formula": "C5H31N2O8", "method": "wB97M-V/def2-TZVPD", "s2": 0.7504, "total_energy_ev": -25045.859, "charge": 0, "homo_lumo_gap_ev": [2.35, 9.93], "multiplicity": 2, "species": ["C", "C", "C", "C", "N", "C", "N", "H", "H", "H", "H", "H", "H", "H", "H", "H", "H", "H", "H", "H", "H", "H", "H", "H", "O", "H", "H", "O", "H", "H", "O", "H", "H", "O", "H", "H", "O", "H", "H", "O", "H", "H", "O", "H", "H", "O"], "xyz": [[-0.267, -1.988, -0.525], [-1.648, -1.357, -0.623], [-1.951, -0.310, 0.435], [-0.818, 0.695, 0.739], [-0.561, 1.550, -0.450], [0.348, 2.678, -0.111], [-0.047, -2.667, 0.822], [0.554, -1.255, -0.705], [-0.106, -2.749, -1.337], [-1.760, -0.949, -1.680], [-2.483, -2.191, -0.574], [-2.202, -0.769, 1.407], [-2.863, 0.220, 0.093], [0.065, 0.144, 1.139], [-1.103, 1.392, 1.583], [-0.143, 0.965, -1.175], [0.433, 3.306, -1.017], [1.358, 2.387, 0.137], [-0.129, 3.316, 0.714], [-0.221, -3.688, 0.789], [-0.640, -2.186, 1.541], [1.008, -2.481, 1.112], [2.078, 0.537, 2.258], [1.906, 0.816, 3.816], [1.642, 0.185, 3.133], [-3.549, 3.279, -0.598], [-2.330, 2.270, -0.910], [-3.209, 2.575, -1.237], [-0.417, -0.157, -3.142], [0.446, -1.285, -3.790], [0.376, -0.693, -3.037], [2.413, -1.735, 2.709], [2.653, -1.186, 1.310], [2.392, -2.028, 1.727], [-2.161, 1.294, -2.483], [-2.165, 1.240, -4.042], [-1.852, 0.765, -3.304], [-1.121, -1.227, 3.849], [0.177, -0.731, 3.306], [-0.552, -1.361, 3.156], [2.704, 0.488, -0.154], [3.849, 0.649, 0.821], [2.952, 0.419, 0.812], [2.823, 1.210, -2.405], [1.714, 0.042, -2.291], [2.407, 0.568, -1.818]]}

{"formula": "C2H5NS2", "method": "wB97M-V/def2-TZVPD", "smiles": "CC(=S)NS", "total_energy_ev": -25314.724, "charge": 0, "homo_lumo_gap_ev": 9.15, "multiplicity": 1, "species": ["C", "C", "S", "N", "S", "H", "H", "H", "H", "H"], "xyz": [[1.855, -1.291, 0.045], [0.764, -0.265, -0.033], [0.985, 1.316, -0.014], [-0.488, -0.814, -0.101], [-2.005, -0.038, -0.041], [2.208, -1.368, 1.027], [1.362, -2.174, -0.333], [2.685, -1.089, -0.654], [-0.656, -1.625, 0.508], [-1.575, 0.828, 0.959]]}

{"formula": "C39H96F9N7O19S3", "method": "wB97M-V/def2-TZVPD", "s2": 0.7507, "total_energy_ev": -148254.762, "charge": 3, "homo_lumo_gap_ev": [2.80, 4.78], "multiplicity": 2, "species": ["C", "O", "C", "C", "N", "H", "H", "C", "C", "O", "C", "H", "H", "H", "H", "H", "H", "H", "H", "H", "H", "H", "H", "H", "H", "C", "O", "C", "C", "N", "H", "H", "C", "C", "O", "C", "H", "H", "H", "H", "H", "H", "H", "H", "H", "H", "H", "H", "H", "H", "C", "O", "C", "C", "N", "H", "H", "C", "C", "O", "C", "H", "H", "H", "H", "H", "H", "H", "H", "H", "H", "H", "H", "H", "H", "C", "O", "C", "C", "N", "H", "H", "C", "C", "O", "C", "H", "H", "H", "H", "H", "H", "H", "H", "H", "H", "H", "H", "H", "H", "C", "O", "C", "C", "N", "H", "H", "C", "C", "O", "C", "H", "H", "H", "H", "H", "H", "H", "H", "H", "H", "H", "H", "H", "H", "C", "O", "C", "C", "N", "H", "H", "C", "C", "O", "C", "H", "H", "H", "H", "H", "H", "H", "H", "H", "H", "H", "H", "H", "H", "C", "F", "F", "F", "S", "O", "O", "N", "S", "O", "O", "C", "F", "F", "F", "C", "F", "F", "F", "S", "O", "O", "O"], "xyz": [[3.164, -2.219, 0.838], [3.102, -3.518, 1.331], [3.682, -4.575, 0.471], [3.250, -5.864, 1.153], [3.419, -5.660, 2.708], [4.314, -5.269, 2.966], [2.735, -4.999, 3.048], [3.381, -6.971, 3.539], [3.874, -6.621, 4.916], [5.120, -5.840, 4.810], [6.032, -6.143, 5.866], [2.528, -2.125, -0.042], [4.205, -1.970, 0.629], [2.721, -1.475, 1.500], [4.737, -4.304, 0.437], [3.255, -4.455, -0.524], [3.917, -6.642, 0.782], [2.166, -5.971, 1.112], [4.119, -7.639, 3.096], [2.377, -7.392, 3.491], [3.969, -7.550, 5.479], [3.125, -6.062, 5.476], [5.598, -5.805, 6.807], [6.880, -5.464, 5.775], [6.312, -7.189, 5.993], [-4.123, 8.974, -5.956], [-3.734, 7.582, -5.911], [-2.654, 7.332, -6.788], [-1.797, 6.133, -6.398], [-1.418, 6.160, -4.866], [-0.612, 5.551, -4.860], [-1.055, 7.044, -4.540], [-2.471, 5.573, -3.950], [-1.828, 4.279, -3.239], [-0.585, 4.676, -2.663], [-0.126, 3.955, -1.565], [-5.042, 9.186, -5.409], [-4.473, 9.244, -6.953], [-3.348, 9.668, -5.631], [-2.047, 8.233, -6.701], [-2.919, 7.054, -7.808], [-0.804, 6.216, -6.840], [-2.319, 5.184, -6.520], [-3.329, 5.279, -4.554], [-2.756, 6.440, -3.354], [-1.741, 3.602, -4.089], [-2.405, 3.888, -2.401], [-0.669, 4.235, -0.662], [0.962, 4.007, -1.527], [-0.370, 2.893, -1.578], [-3.274, -5.717, 0.175], [-2.868, -4.619, 0.927], [-1.456, -4.407, 0.889], [-1.040, -3.026, 1.179], [-1.530, -2.575, 2.532], [-1.440, -3.337, 3.188], [-0.898, -1.840, 2.816], [-2.889, -1.940, 2.470], [-3.505, -1.784, 3.818], [-3.596, -2.967, 4.520], [-4.110, -2.699, 5.807], [-3.264, -5.702, -0.915], [-4.313, -5.628, 0.493], [-3.060, -6.702, 0.592], [-1.052, -4.602, -0.104], [-0.967, -5.020, 1.645], [-1.428, -2.327, 0.438], [0.032, -2.841, 1.255], [-3.436, -2.578, 1.776], [-2.661, -0.963, 2.044], [-4.487, -1.319, 3.727], [-2.790, -1.135, 4.324], [-4.613, -3.608, 6.137], [-4.945, -1.998, 5.825], [-3.377, -2.344, 6.532], [-0.546, -7.460, -5.729], [-0.423, -6.492, -4.600], [-1.640, -5.707, -4.396], [-1.539, -4.713, -3.316], [-0.349, -3.806, -3.586], [0.323, -4.559, -3.627], [-0.305, -3.311, -4.465], [0.061, -2.811, -2.517], [-1.012, -1.692, -2.311], [-2.270, -2.222, -1.819], [-3.196, -1.204, -1.474], [0.124, -8.241, -5.368], [-0.077, -7.063, -6.629], [-1.469, -8.001, -5.937], [-2.480, -6.388, -4.264], [-1.730, -5.177, -5.344], [-1.132, -5.236, -2.451], [-2.482, -4.257, -3.017], [0.999, -2.414, -2.905], [0.110, -3.305, -1.546], [-1.235, -1.205, -3.261], [-0.541, -0.968, -1.647], [-4.160, -1.670, -1.272], [-3.343, -0.576, -2.353], [-2.903, -0.692, -0.557], [2.266, 1.186, -2.416], [1.171, 0.732, -3.228], [0.556, 1.576, -4.085], [0.382, 0.989, -5.423], [1.678, 0.234, -5.945], [2.313, -0.148, -5.259], [1.461, -0.683, -6.309], [2.718, 0.985, -6.893], [4.111, 0.503, -6.520], [4.233, 0.537, -5.085], [5.549, 0.331, -4.668], [3.122, 1.480, -3.023], [2.544, 0.375, -1.743], [2.084, 1.944, -1.654], [1.085, 2.529, -4.065], [-0.413, 1.750, -3.619], [0.159, 1.773, -6.147], [-0.475, 0.321, -5.508], [2.557, 2.033, -6.641], [2.475, 0.763, -7.932], [4.885, 1.058, -7.051], [4.190, -0.506, -6.925], [5.397, -0.193, -3.724], [6.133, 1.234, -4.489], [6.026, -0.306, -5.413], [-1.649, 1.478, 5.686], [-2.950, 1.446, 5.208], [-3.774, 1.118, 6.263], [-5.186, 1.222, 5.732], [-5.442, 2.672, 5.261], [-5.613, 3.205, 6.101], [-4.586, 3.012, 4.846], [-6.491, 3.005, 4.195], [-5.810, 2.959, 2.857], [-4.514, 3.666, 2.825], [-3.725, 3.202, 1.661], [-1.503, 2.365, 6.303], [-0.951, 1.368, 4.857], [-1.357, 0.526, 6.128], [-3.584, 1.863, 7.037], [-3.442, 0.167, 6.679], [-5.877, 0.856, 6.491], [-5.238, 0.617, 4.827], [-7.077, 3.893, 4.435], [-7.282, 2.256, 4.219], [-6.500, 3.329, 2.098], [-5.619, 1.931, 2.552], [-2.936, 3.843, 1.267], [-4.413, 3.282, 0.819], [-3.333, 2.186, 1.707], [3.465, 5.675, 4.149], [3.270, 6.746, 3.457], [3.637, 6.028, 5.494], [2.365, 5.002, 4.084], [4.874, 4.646, 3.430], [4.226, 3.413, 3.036], [5.443, 5.409, 2.310], [5.889, 4.305, 4.814], [7.258, 4.761, 4.395], [7.875, 3.843, 3.412], [7.228, 6.206, 4.128], [8.260, 4.456, 6.080], [9.549, 4.031, 5.931], [8.372, 5.616, 6.803], [7.610, 3.596, 6.978], [1.223, 1.933, 1.681], [1.468, 2.896, 0.752], [2.436, 1.362, 1.882], [0.663, 2.552, 2.654], [0.030, 0.618, 0.993], [-1.078, 1.360, 0.341], [0.799, -0.217, 0.075], [-0.361, -0.021, 2.229]]}